Record 1
2 unconnected molecules or ions with the total composition C3H2F3O3S. Source: OMol25; level of theory: wB97M-V/def2-TZVPD.

XYZ file:
```
12
Properties=species:S:1:pos:R:3:forces:R:3
F -1.82553 -2.32881 -0.66196 0.13 0.21 -0.06
H 0.98200 -0.41503 1.27178 0.78 -0.50 -1.71
C 4.16356 0.14516 -0.04832 0.84 -4.78 -1.62
O 3.95007 1.17480 0.32792 -0.98 4.64 1.65
O 4.44306 -0.91935 -0.42457 0.01 0.09 -0.04
F -0.87524 -2.45538 1.21538 -0.67 0.01 3.69
C -0.63276 -2.13424 -0.00920 0.80 0.76 -3.69
S -1.22553 0.48767 0.28027 0.62 -0.63 -0.36
C 0.00081 -0.75180 -0.38586 -1.82 -0.89 0.39
F 0.14498 -3.21044 -0.40180 0.39 0.40 -0.58
H -1.48236 -0.03527 1.51482 0.01 0.13 -0.02
O 1.22466 -0.62778 0.30488 -0.12 0.55 2.36
```
Positions in Å, forces in eV/Å.

For the highest occupied orbital energy, the calculation gives -3.02 eV. The value obtained for the energy above the lowest of the compared OMol25 structures with the same formula, charge and spin is 19.06 kcal/mol. As for the total charge: -1.

Atom charges from the Löwdin analysis, given in e for atoms 1 to 2: 0.0286, 0.0784

---

Record 2
2 unconnected molecules or ions with the total composition C3H2F6OS. Source: OMol25; level of theory: wB97M-V/def2-TZVPD.

XYZ file:
```
13
Properties=species:S:1:pos:R:3:forces:R:3
F -3.11092 0.55999 0.10556 0.09 -0.90 0.12
F -1.46420 2.17120 -0.52816 0.08 0.21 -0.29
F 0.46464 2.04796 0.45868 -0.46 -0.83 -0.50
C -0.83155 0.08749 0.22461 3.70 -1.67 -2.34
C -0.79675 1.52383 0.41357 2.04 4.04 1.65
H -0.03599 0.40588 -2.23722 -0.86 0.19 0.12
F -2.26998 -0.54332 -1.55497 0.19 0.59 -0.43
C -2.17860 -0.35598 -0.24749 -1.71 -1.20 -0.44
F -2.51520 -1.54781 0.26807 -0.04 0.23 0.67
O 0.37400 0.09492 -1.42388 -1.14 -0.60 3.36
F -1.27388 1.93083 1.63178 -0.64 -0.85 -0.65
H 1.22804 -0.59846 1.44335 0.32 0.91 -0.40
S -0.03176 -0.99799 1.41912 -1.56 -0.12 -0.89
```
Positions in Å, forces in eV/Å.

For the highest occupied orbital energy (spin up / spin down), the calculation gives -10.76 / -10.77 eV. The value obtained for the energy above the lowest of the compared OMol25 structures with the same formula, charge and spin is 58.99 kcal/mol.

Atom charges from the Löwdin analysis, given in e for atoms 1 to 2: 0.1572, 0.1778

---

Record 3
A molecular structure, C3H2FI2O2. Source: OMol25; level of theory: wB97M-V/def2-TZVPD.

XYZ file:
```
10
Properties=species:S:1:pos:R:3:forces:R:3
I -2.20539 -1.35161 0.84775 0.20 0.65 0.18
C 0.69914 0.14674 0.02068 -3.59 -0.60 2.34
C 0.63823 -0.86543 -1.33769 0.94 2.61 0.49
F 1.33422 -0.34465 1.16435 0.33 -0.05 -1.18
I 1.41061 2.10869 -0.36604 0.11 0.23 0.03
O 0.79822 -0.24703 -2.38303 -0.21 0.26 -0.35
C -0.99668 0.38737 0.86102 2.41 2.46 -2.74
H -1.44000 1.35767 0.40026 0.13 -2.19 0.04
H -0.72140 0.81790 1.82261 0.11 -1.03 0.44
O 0.48305 -2.00964 -1.02991 -0.43 -2.33 0.76
```
Positions in Å, forces in eV/Å.

For the highest occupied orbital energy, the calculation gives -4.86 eV. The value obtained for the energy above the lowest of the compared OMol25 structures with the same formula, charge and spin is 0.00 kcal/mol. As for the total charge: -1.

Atom charges from the Löwdin analysis, given in e for atoms 1 to 2: 0.7203, -0.7324

---

Record 4
A molecular structure, C3H2FLiO2Pr. Source: OMol25; level of theory: wB97M-V/def2-TZVPD.

XYZ file:
```
10
Properties=species:S:1:pos:R:3:forces:R:3
C -0.60807 -0.86725 1.54222 4.17 -3.75 -1.63
Li -2.77450 -1.66655 1.05461 -0.16 -1.03 -0.11
C 0.82855 -0.35525 1.53552 -1.16 -2.04 -0.26
H 2.80333 -0.65474 0.86868 -0.05 -0.15 0.09
C 1.88250 -1.10116 1.24260 0.28 0.68 1.19
O -0.79990 -2.07089 1.37429 -0.87 1.90 1.24
H 1.88062 -2.12821 1.60597 -0.12 -0.10 -0.62
F 0.82201 1.00860 1.26627 -0.94 2.23 -0.10
O -1.52740 -0.01292 1.23021 -2.28 5.21 0.45
Pr -1.35876 2.32219 1.35327 1.13 -2.95 -0.24
```
Positions in Å, forces in eV/Å.

For the highest occupied orbital energy (spin up / spin down), the calculation gives -21.88 / -21.92 eV. The multiplicity is 3. As for the total charge: +3.

Atom charges from the Löwdin analysis, given in e for atoms 1 to 2: -0.5315, 0.8946

---

Record 5
2 unconnected molecules or ions with the total composition C3H2FN3O. Source: OMol25; level of theory: wB97M-V/def2-TZVPD.

XYZ file:
```
10
Properties=species:S:1:pos:R:3:forces:R:3
N 1.88236 -1.97946 0.19794 -5.43 2.43 -9.34
N 1.29709 -1.71532 -0.79986 5.66 -2.74 9.25
H 1.59212 2.15585 1.13714 -0.32 -1.85 -2.00
C -0.69065 0.52607 -0.53753 0.93 0.36 -0.61
H -1.11036 0.88406 -1.54863 0.71 -0.64 2.10
N 1.55969 1.37008 0.37499 -1.76 0.53 0.91
F -2.65780 -0.54751 -0.28553 1.31 -0.56 1.14
O -1.02154 -1.16024 1.22376 -0.44 0.98 -1.22
C 0.48303 0.95675 -0.05295 1.12 1.61 0.56
C -1.33393 -0.49029 0.29066 -1.77 -0.12 -0.79
```
Positions in Å, forces in eV/Å.

For the highest occupied orbital energy, the calculation gives -10.20 eV. Its SMILES is N=C=CC(=O)F.N#N. The value obtained for the energy above the lowest of the compared OMol25 structures with the same formula, charge and spin is 21.21 kcal/mol.

Atom charges from the Löwdin analysis, given in e for atoms 1 to 2: 0.0701, 0.0479

---

Record 6
C3H2FO in the gas phase. Source: OMol25; level of theory: wB97M-V/def2-TZVPD.

XYZ file:
```
7
Properties=species:S:1:pos:R:3:forces:R:3
C -1.28404 0.92466 -0.12766 0.73 0.76 1.59
H -1.96011 1.71653 0.22690 -0.29 -0.76 -0.74
F 1.49933 0.50501 -0.24922 0.01 0.10 0.04
H -1.08556 -0.45214 1.45466 0.29 0.19 -0.12
O 1.04499 -1.62268 0.02472 -0.32 0.55 0.43
C 0.68217 -0.49625 0.13320 0.48 -0.96 -0.78
C -0.62092 0.03067 0.58485 -0.90 0.11 -0.42
```
Positions in Å, forces in eV/Å.

For the highest occupied orbital energy (spin up / spin down), the calculation gives -9.95 / -11.02 eV. The value obtained for the energy above the lowest of the compared OMol25 structures with the same formula, charge and spin is 0.00 kcal/mol. The multiplicity is 2.

Atom charges from the Löwdin analysis, given in e for atoms 1 to 2: 0.1733, 0.0573

---

Record 7
A molecular structure, C3H2FO2Tb. Source: OMol25; level of theory: wB97M-V/def2-TZVPD.

XYZ file:
```
9
Properties=species:S:1:pos:R:3:forces:R:3
O -0.34798 1.19139 0.21789 -0.06 0.88 0.93
H 0.62003 -1.80007 0.83517 -0.40 0.27 -0.18
H -0.02952 0.29636 2.06595 0.67 0.54 0.10
C -0.81745 0.54072 -0.80860 1.41 -1.36 0.00
O -0.33073 -0.65110 -0.88443 0.38 0.30 1.28
C 0.73398 -0.81503 0.37260 2.48 -1.61 -3.39
F 1.98085 -0.82993 -0.29567 -2.45 0.30 1.17
C 0.44353 0.38143 1.08596 -1.97 0.63 0.18
Tb -2.25270 1.68622 -2.58889 -0.06 0.04 -0.09
```
Positions in Å, forces in eV/Å.

For the highest occupied orbital energy (spin up / spin down), the calculation gives -18.15 / -18.70 eV. The value obtained for the energy above the lowest of the compared OMol25 structures with the same formula, charge and spin is 59.24 kcal/mol. The multiplicity is 7. As for the total charge: +2.

Atom charges from the Löwdin analysis, given in e for atoms 1 to 2: 0.0063, 0.1882

---

Record 8
A gas-phase ion, C3H2FO3 (charge -1). Source: OMol25; level of theory: wB97M-V/def2-TZVPD.

XYZ file:
```
9
Properties=species:S:1:pos:R:3:forces:R:3
C 1.21038 -0.27210 0.25706 -3.54 -1.51 0.15
C -1.50935 0.00465 0.00688 2.49 -3.77 0.30
F 2.33111 0.44995 0.36645 0.77 0.21 0.37
H 1.02121 -1.11419 1.08265 0.97 1.83 -2.03
C -0.00884 0.30252 -0.40875 -0.84 2.75 0.78
O -2.03908 0.99519 0.44402 -1.64 2.13 0.50
O -1.82644 -1.22220 0.03330 -0.09 1.11 -0.39
H -0.02475 1.41865 -0.70261 0.76 -1.63 0.22
O 0.84575 -0.56247 -1.07902 1.13 -1.12 0.11
```
Positions in Å, forces in eV/Å.

For the highest occupied orbital energy, the calculation gives -4.15 eV. Its SMILES is O=C([O-])[C@@H]1O[C@H]1F. The value obtained for the energy above the lowest of the compared OMol25 structures with the same formula, charge and spin is 49.31 kcal/mol. As for the total charge: -1.

Atom charges from the Löwdin analysis, given in e for atoms 1 to 2: -0.3227, -0.7333

---

Record 9
A gas-phase ion, C3H2FO3 (charge -1). Source: OMol25; level of theory: wB97M-V/def2-TZVPD.

XYZ file:
```
9
Properties=species:S:1:pos:R:3:forces:R:3
O 2.67434 -1.41031 0.58049 -0.80 1.00 0.03
F 1.58060 0.51521 0.82867 -0.11 -0.82 -0.52
C 1.74635 -0.72715 0.25522 -1.05 -2.07 -2.22
C -0.74166 -1.85524 -0.16637 0.79 2.18 -1.18
H 0.32852 -0.10140 -1.31079 0.01 -2.08 0.25
O -1.27189 -1.10821 0.67036 0.10 -0.70 0.23
H 0.95435 -1.90663 -1.71120 -0.06 1.36 1.39
O -1.03990 -2.90348 -0.72428 -0.48 -1.00 0.29
C 0.56908 -1.17112 -0.92098 1.61 2.12 1.74
```
Positions in Å, forces in eV/Å.

For the highest occupied orbital energy, the calculation gives -4.45 eV. Its SMILES is O=C([O-])CC(=O)F. The value obtained for the energy above the lowest of the compared OMol25 structures with the same formula, charge and spin is 18.39 kcal/mol. As for the total charge: -1.

Atom charges from the Löwdin analysis, given in e for atoms 1 to 2: 0.0750, 0.0270

---

Record 10
2 unconnected molecules or ions with the total composition C3H2FOP. Source: OMol25; level of theory: wB97M-V/def2-TZVPD.

XYZ file:
```
8
Properties=species:S:1:pos:R:3:forces:R:3
O -0.60545 1.07069 1.75958 0.33 -1.09 0.37
C 0.48131 -0.95782 0.91896 1.45 -2.99 -0.29
H 1.51420 -2.91655 0.40362 0.28 -0.50 -0.18
F -1.78896 0.91814 -1.82634 0.42 -0.13 -0.12
H -0.35860 2.50550 -1.28911 0.27 0.22 0.19
C 1.04107 -2.00194 0.60986 -0.96 1.71 0.59
P -0.17083 1.17248 -1.71550 -0.64 -0.80 1.37
C -0.11274 0.20950 1.13894 -1.15 3.58 -1.93
```
Positions in Å, forces in eV/Å.

For the highest occupied orbital energy, the calculation gives -7.16 eV. The value obtained for the energy above the lowest of the compared OMol25 structures with the same formula, charge and spin is 63.23 kcal/mol.

Atom charges from the Löwdin analysis, given in e for atoms 1 to 2: 0.1392, -0.1394

---

Record 11
A molecular structure, C3H2GdO4. Source: OMol25; level of theory: wB97M-V/def2-TZVPD.

XYZ file:
```
10
Properties=species:S:1:pos:R:3:forces:R:3
O 2.19533 -0.04883 0.17718 -0.67 -0.46 -0.20
O 1.10693 -0.12894 0.98772 0.33 0.94 1.88
C -0.88690 0.48163 -1.86580 1.47 1.08 -0.31
H -0.04808 -1.20659 -0.37050 1.36 -1.09 2.95
O 0.10050 1.06677 -1.97501 -2.06 -1.11 -0.01
O -2.28541 -1.13924 1.10265 1.76 1.79 -0.92
Gd 2.48917 1.59160 -1.52124 1.39 0.54 -0.23
H -1.44866 0.62689 1.60812 -0.28 0.83 -0.47
C 0.18450 -0.91816 0.81287 -2.61 0.62 -6.42
C -1.40739 -0.32513 1.04400 -0.69 -3.15 3.73
```
Positions in Å, forces in eV/Å.

For the highest occupied orbital energy (spin up / spin down), the calculation gives -21.90 / -23.88 eV. The multiplicity is 8. As for the total charge: +3.

Atom charges from the Löwdin analysis, given in e for atoms 1 to 2: -0.2392, 0.0128

---

Record 12
A molecular structure, C3H2HgLiO2. Source: OMol25; level of theory: wB97M-V/def2-TZVPD.

XYZ file:
```
9
Properties=species:S:1:pos:R:3:forces:R:3
O 1.68403 -0.29058 0.06451 0.81 -1.01 0.36
Hg 1.03934 1.97541 -0.34864 -1.25 0.92 0.06
C -1.40645 -0.20231 0.05297 0.74 -0.43 -0.67
H -2.32356 -0.78481 -0.04246 0.27 0.39 0.32
H -1.98246 1.68305 0.18113 0.63 0.10 0.09
C 0.89928 -1.22814 -0.04249 -0.64 -0.33 -0.27
O -0.34037 -1.32193 -0.17078 -0.02 0.28 0.40
C -1.07864 1.05709 0.11519 -0.27 -0.02 -0.28
Li 3.50883 -0.88778 0.19056 -0.29 0.10 -0.01
```
Positions in Å, forces in eV/Å.

For the highest occupied orbital energy (spin up / spin down), the calculation gives -11.78 / -13.96 eV. The value obtained for the energy above the lowest of the compared OMol25 structures with the same formula, charge and spin is 0.00 kcal/mol. The multiplicity is 3. As for the total charge: +1.

Atom charges from the Löwdin analysis, given in e for atoms 1 to 2: -0.2834, 0.8422